# 1
{"formula": "C17H71N34O18", "method": "ωB97M-V/def2-TZVPD", "total_charge": 1, "de_lowest_ev": 1.792, "homo_lumo_gap_ev": 8.34, "homo_energy_ev": -10.992, "elements": ["H", "N", "N", "N", "H", "H", "H", "C", "N", "H", "H", "H", "O", "C", "O", "H", "H", "N", "H", "C", "O", "H", "H", "N", "N", "N", "N", "N", "N", "N", "H", "H", "N", "H", "H", "H", "H", "N", "N", "H", "H", "H", "C", "H", "H", "H", "N", "C", "O", "C", "O", "O", "N", "H", "H", "N", "H", "N", "O", "H", "N", "O", "H", "H", "O", "N", "H", "H", "H", "H", "H", "N", "H", "O", "N", "H", "H", "O", "N", "C", "O", "C", "C", "H", "H", "N", "N", "O", "H", "H", "H", "H", "H", "H", "H", "H", "H", "N", "H", "N", "H", "C", "C", "O", "N", "H", "H", "H", "H", "C", "H", "N", "H", "C", "N", "H", "H", "H", "C", "C", "H", "H", "O", "H", "H", "C", "H", "C", "N", "H", "H", "O", "O", "H", "H", "N", "H", "O", "H", "N"], "xyz": [[-1.403, 0.013, -7.124], [-2.957, -5.394, -0.750], [-5.123, -1.725, -2.936], [-0.063, 4.808, -1.645], [-5.145, 3.274, 3.376], [3.619, -0.865, -3.114], [1.390, -4.635, 1.596], [3.168, -4.464, 0.799], [-0.675, 0.226, -5.081], [-2.128, 4.168, 0.560], [0.673, 3.889, 2.172], [-2.609, 2.442, 0.751], [-6.604, -4.552, 2.851], [-2.232, -4.958, 0.173], [6.287, 2.136, 2.943], [6.221, -2.649, -2.186], [-5.450, -2.452, 1.902], [0.083, 3.156, 4.733], [-2.459, 3.179, -3.681], [-2.151, -1.015, 2.996], [-0.806, 1.908, 2.167], [-1.679, 0.247, -5.188], [3.547, 3.925, -4.188], [-1.805, -2.311, 3.192], [-2.960, 1.544, -2.230], [2.414, -1.712, 3.458], [-4.938, -5.435, 1.810], [-5.078, -3.369, 1.701], [-1.589, 2.876, -3.268], [3.721, 1.133, 0.004], [6.689, 2.806, 5.142], [0.125, 3.886, -2.012], [3.318, 3.009, -3.829], [-1.066, -0.125, 1.025], [2.281, 3.738, -0.077], [-5.345, 1.229, 0.021], [-0.656, 3.101, -3.583], [3.737, -0.841, -2.111], [-0.412, -0.177, -7.145], [1.515, -4.300, -0.158], [1.568, -3.838, -3.623], [-0.320, 0.271, -4.136], [2.120, 2.515, -3.874], [2.690, 5.997, -2.300], [2.558, -2.627, 3.055], [5.181, -1.971, -3.440], [-4.892, 1.552, 0.865], [-5.604, -4.486, 2.270], [1.124, 3.090, -4.386], [4.681, -1.535, -1.588], [0.492, 6.892, -1.650], [-6.419, 3.201, 1.110], [-0.250, 4.015, 1.782], [1.281, 0.122, 4.167], [0.115, 4.128, 5.005], [4.114, 2.742, 3.298], [1.200, -2.262, -4.360], [-1.722, -0.305, 3.878], [-2.470, -3.933, 0.806], [-1.392, -2.502, 4.094], [-1.387, -5.824, 0.635], [3.941, -4.439, 1.784], [-0.640, 0.381, -0.396], [-1.495, -0.720, 4.771], [0.073, 1.152, 5.667], [-1.971, 3.217, 0.863], [3.150, -4.739, -1.127], [3.960, 3.290, -0.334], [3.971, 2.460, -3.288], [-5.755, -1.202, -2.347], [1.299, 0.911, -3.060], [1.669, 0.239, 3.242], [-3.992, -5.343, 1.466], [1.423, -0.328, -5.954], [2.131, 1.457, -3.232], [-3.175, 0.820, -1.559], [-3.978, 2.098, 2.804], [4.987, -1.415, -0.411], [3.019, 3.048, -0.061], [1.997, -0.773, 2.620], [-0.809, 1.271, -1.794], [0.894, -2.418, -2.364], [-5.424, 2.551, 1.525], [-0.109, -2.918, -0.918], [3.415, 2.930, 4.001], [1.920, -4.479, 0.750], [-3.462, -2.959, -3.141], [1.963, -0.862, 1.440], [-5.481, -2.270, -3.707], [-2.593, -3.438, -2.953], [0.426, -0.091, 0.638], [-0.565, 4.771, 1.191], [2.792, -1.344, 4.319], [0.256, -4.146, -2.249], [-5.395, -6.314, 2.003], [-1.719, 0.705, 3.848], [-3.614, 1.778, -2.963], [5.370, -2.188, -2.471], [-1.906, -3.001, 2.461], [3.751, -4.631, -0.321], [0.173, 2.502, 7.636], [0.745, 5.758, -1.959], [-1.730, 1.856, -2.361], [-2.687, -0.541, 1.969], [1.923, 5.339, -2.307], [2.028, 4.377, -2.598], [4.760, -4.608, -0.336], [3.506, 0.146, 0.022], [3.050, 1.245, -2.869], [2.758, 1.903, 0.279], [3.050, -0.579, -1.418], [-4.755, 2.718, 2.628], [0.073, -0.312, -8.021], [-1.028, 2.977, 1.690], [5.730, 2.937, 4.853], [1.489, 1.032, 2.644], [-1.183, -6.716, 0.207], [4.648, 1.489, -0.179], [5.395, 2.553, 3.665], [0.158, 2.415, 5.767], [-0.190, 2.730, 3.858], [-2.622, -5.873, -1.573], [-0.455, -0.257, 0.296], [-4.234, 0.891, 1.252], [0.360, 4.103, 7.016], [-3.911, -1.928, -2.569], [4.958, 3.354, 5.352], [0.239, -0.077, -6.031], [0.433, -3.351, -1.652], [-3.839, -2.988, -4.078], [-0.819, 4.930, -0.987], [0.855, -1.259, -2.006], [-3.326, -1.379, -1.697], [-0.877, -5.447, 1.422], [3.731, 2.285, 2.483], [0.176, 3.125, 6.841], [-4.255, -3.465, 1.124], [1.669, 1.743, 0.642], [-3.756, -4.788, -0.865], [1.314, -2.863, -3.557]], "forces_ev_per_angstrom": [[0.435, -0.003, -0.709], [-4.762, -0.711, -6.107], [-5.300, 2.247, -1.523], [-3.346, -4.538, 0.583], [0.222, -0.078, -0.206], [-1.011, 0.015, 0.422], [0.025, 0.392, -0.394], [7.090, -0.472, 4.839], [0.780, 0.282, 3.258], [-0.843, -0.679, -0.145], [-0.095, 0.516, -0.403], [-0.652, 0.665, -0.481], [-4.903, -0.342, 3.608], [1.515, 1.487, 4.083], [-0.277, -0.703, -1.434], [-0.102, 0.270, -0.283], [0.215, -0.286, 0.062], [0.460, 2.664, -3.591], [0.810, 0.511, -0.243], [-1.910, -4.320, -6.416], [0.463, -3.475, 2.511], [0.545, 0.011, -0.191], [0.058, -0.375, -0.047], [-0.476, -0.923, -0.321], [-4.451, -1.698, 1.262], [0.360, -2.370, 0.650], [3.406, -8.133, -1.634], [-0.037, 2.945, 0.059], [0.258, -0.889, 0.842], [3.282, -5.734, -0.145], [-0.473, 0.284, 0.194], [-0.354, 0.007, 0.603], [4.128, 2.948, -0.748], [-1.471, 0.084, 1.039], [0.414, 0.088, 0.110], [-0.060, 0.294, 0.232], [0.000, 0.132, -0.847], [-3.547, 2.340, -1.470], [-1.825, -0.317, -4.379], [-0.664, -0.018, 0.628], [-0.071, 0.384, -0.642], [-0.408, 0.026, 0.052], [-3.548, 4.725, -3.221], [-0.248, -0.222, -0.407], [0.827, -0.034, 0.547], [0.535, -0.581, 0.110], [1.101, -3.116, -3.530], [0.745, 6.167, -2.243], [0.622, -0.393, 0.450], [2.538, 0.601, 3.129], [-0.272, 2.666, 0.040], [1.998, -1.008, 1.061], [2.124, 2.711, 1.265], [-0.083, 0.899, 0.000], [-0.412, 0.128, -1.565], [-2.079, 0.270, -0.380], [0.620, -0.066, -0.146], [2.599, 6.100, 8.104], [0.170, 1.211, 0.084], [0.036, -0.576, -0.595], [3.644, -1.426, 1.631], [-1.794, 0.416, 0.805], [-0.398, 1.229, -1.931], [0.418, 0.584, -0.045], [0.350, 1.646, 1.088], [-4.209, -0.282, -2.683], [0.979, -0.060, -0.370], [-0.434, 0.610, -0.101], [0.583, 1.074, -0.514], [0.138, 0.050, -0.402], [0.377, -0.197, 0.352], [-2.435, 7.495, 3.519], [-0.596, -0.364, 0.408], [1.017, 0.114, 1.381], [-1.125, -6.662, 3.525], [-0.324, -0.328, -0.387], [-0.267, 0.254, 0.412], [-0.133, -0.844, 0.911], [3.046, 11.381, -2.776], [1.918, -4.371, 0.363], [1.111, 0.153, 0.646], [1.450, 4.244, -2.886], [-4.003, 1.898, -1.820], [-0.637, -1.038, 0.538], [0.149, -0.134, -0.059], [-7.009, 0.082, 0.621], [2.894, -6.015, -4.764], [-0.398, -1.277, -5.610], [-0.561, 0.280, 0.593], [-0.019, 0.867, -0.069], [2.216, 0.057, 0.586], [1.400, 0.411, 0.587], [0.188, -1.018, -0.126], [-1.078, -0.372, 1.252], [0.859, -0.428, -0.166], [-0.091, -0.264, -0.164], [-0.122, -0.122, 0.589], [2.325, -2.600, -2.452], [-0.331, -0.032, 0.185], [1.770, -0.320, -5.475], [0.139, 0.587, 0.520], [0.081, 2.818, 2.121], [2.521, 1.950, -2.251], [-0.138, -0.322, -0.861], [3.755, -0.990, -1.732], [0.456, 0.544, 0.049], [-0.389, 0.103, -0.297], [1.179, -0.056, 0.932], [-1.069, -1.297, 0.561], [0.806, -1.226, -0.779], [-0.620, 0.138, -1.226], [1.293, 1.508, 3.696], [-0.207, 0.019, 0.231], [1.684, 0.545, -0.738], [-0.861, 1.296, 3.433], [-0.618, 0.291, 0.401], [0.009, 0.216, 0.359], [-0.187, -0.703, 0.097], [1.928, -1.046, -2.882], [-0.917, -4.877, -1.238], [0.062, 0.346, -0.308], [-0.138, -0.228, 0.377], [-0.216, -1.448, 0.224], [-0.064, -0.130, 0.301], [-0.080, -0.336, -0.493], [0.534, 1.274, 3.169], [1.015, 0.085, 0.971], [-0.436, -0.450, 0.542], [-1.640, -4.198, 3.449], [0.665, -1.245, -0.162], [0.165, 0.212, -0.902], [0.205, 1.432, -0.289], [1.606, 2.637, 3.183], [0.382, -0.764, -0.130], [0.565, -0.065, 0.176], [0.444, -0.378, 5.739], [-0.178, 0.682, 0.342], [-8.097, -3.499, 3.360], [-0.209, -0.153, -0.767], [0.996, 0.024, -1.748]], "mulliken_charge": [0.104, -0.211, -0.391, -0.004, 0.227, 0.243, 0.151, 0.665, -0.131, 0.343, 0.241, -0.496, -0.633, -0.007, -0.677, 0.308, 0.089, -0.209, 0.134, 0.477, 0.014, 0.254, 0.299, -0.337, -0.249, -0.447, -0.300, -0.129, -0.221, 0.101, 0.257, -0.376, -0.253, -0.578, 0.145, 0.107, 0.163, 0.327, -0.385, 0.074, 0.178, -0.203, 0.366, 0.221, 0.079, 0.131, -0.059, 0.416, -0.832, 0.832, -0.734, -0.738, -0.352, 0.168, 0.227, -0.277, 0.068, -0.066, -0.528, 0.101, -0.321, -0.761, 0.125, 0.216, -0.749, -0.167, 0.116, 0.171, 0.037, 0.248, -0.857, 0.296, 0.350, -0.664, 0.829, -0.271, 0.132, -0.636, -0.359, 0.051, 0.285, 0.072, 0.542, -0.093, 0.283, 0.013, -0.344, 0.053, 0.104, 0.118, -0.710, 0.074, 0.157, 0.100, 0.172, -0.032, 0.252, -0.387, 0.145, -0.356, 0.285, 0.620, -0.218, -0.579, -0.094, 0.113, 0.216, -0.541, -0.011, -0.657, -0.897, -0.211, 0.266, 0.723, -0.371, -0.529, 0.169, 0.299, 0.536, 0.467, -0.214, 0.291, 3.262, 0.037, 0.179, 0.468, 0.164, 0.517, -0.167, 0.159, 0.039, 0.247, -0.438, 0.158, 0.174, -0.447, 0.141, 1.034, 0.300, -0.412]}

***

# 2
{"formula": "C18H10BClF4InN3O7S", "method": "ωB97M-V/def2-TZVPD", "total_charge": 0, "homo_lumo_gap_ev": 9.36, "homo_energy_ev": -10.176, "elements": ["N", "C", "F", "B", "C", "C", "S", "H", "C", "C", "C", "F", "O", "H", "C", "H", "C", "Cl", "H", "F", "In", "H", "O", "N", "O", "O", "F", "O", "C", "C", "O", "C", "H", "C", "C", "O", "H", "N", "C", "C", "H", "C", "C", "C", "H", "H"], "xyz": [[0.147, 1.232, -1.127], [-4.058, -0.195, -0.659], [-0.845, -2.882, -2.131], [-0.737, -2.221, -3.392], [2.092, 2.853, -1.302], [2.160, 3.530, 0.996], [1.134, 1.794, -2.317], [-2.704, -1.847, -0.901], [-4.467, 0.836, 0.173], [-2.749, 0.259, 1.761], [-0.987, -2.345, 2.347], [0.665, -2.025, -3.554], [2.819, -3.470, 0.579], [3.493, 3.745, -2.675], [1.602, 2.766, -0.010], [-5.291, 1.473, -0.120], [3.688, 4.455, -0.643], [-2.127, -2.479, 3.585], [3.662, 4.991, 1.432], [-1.184, -0.864, -3.061], [0.481, -0.856, -1.518], [4.510, 5.120, -0.872], [1.861, 0.562, -2.699], [-0.203, -1.693, 0.405], [0.476, 2.505, -3.361], [2.096, -1.972, -0.900], [-1.390, -2.781, -4.416], [2.001, -4.471, 2.875], [0.697, -2.498, 0.949], [3.208, 4.378, 0.664], [0.066, 1.360, 1.183], [0.866, -3.881, 3.209], [1.781, 3.453, 2.007], [0.253, -2.955, 2.201], [-3.817, 1.056, 1.382], [0.333, -4.062, 4.271], [-4.128, 1.866, 2.028], [-1.231, -1.592, 1.257], [1.978, -2.692, 0.173], [-3.006, -1.015, -0.280], [-4.559, -0.373, -1.601], [0.516, 1.742, 0.134], [-2.363, -0.770, 0.921], [3.131, 3.689, -1.657], [-2.207, 0.454, 2.675], [2.335, -4.180, 1.988]], "forces_ev_per_angstrom": [[0.255, 0.143, 0.374], [-0.028, 0.019, 0.001], [-0.065, 0.001, -0.190], [-0.103, -0.251, -0.085], [0.023, 0.018, 0.031], [0.024, 0.041, 0.063], [-0.159, -0.071, -0.029], [0.060, -0.008, -0.031], [0.037, -0.003, 0.028], [0.028, 0.072, 0.057], [-0.096, 0.006, 0.008], [-0.006, 0.045, 0.033], [0.012, -0.040, 0.023], [-0.014, -0.002, 0.036], [-0.010, -0.094, -0.085], [0.015, -0.011, 0.006], [0.015, 0.029, 0.063], [-0.024, 0.042, -0.023], [0.003, -0.007, -0.013], [0.059, 0.071, 0.156], [-0.027, -0.258, -0.242], [-0.012, -0.003, 0.018], [-0.121, 0.176, -0.066], [0.023, 0.057, 0.156], [0.118, 0.017, 0.040], [-0.088, -0.155, 0.262], [0.136, 0.134, 0.226], [-0.090, 0.014, -0.003], [0.072, 0.031, -0.036], [0.018, 0.011, -0.025], [-0.048, -0.057, 0.026], [0.087, 0.047, 0.028], [0.017, 0.007, -0.020], [0.054, -0.054, -0.065], [-0.009, 0.007, -0.011], [-0.033, -0.017, -0.025], [-0.002, -0.009, -0.010], [-0.095, 0.112, -0.040], [0.003, 0.095, -0.151], [-0.047, -0.080, -0.011], [0.001, 0.005, 0.015], [-0.034, 0.060, -0.369], [0.024, -0.119, -0.031], [-0.049, -0.017, -0.051], [-0.004, -0.033, -0.024], [0.081, 0.032, -0.014]], "mulliken_charge": [-0.335, -0.763, -0.331, 0.414, 0.384, -0.502, 1.140, 0.485, -0.522, -0.203, 0.283, -0.376, -0.805, 0.476, 0.130, 0.416, -0.472, -0.109, 0.402, -0.400, 2.183, 0.401, -0.722, -0.239, -0.613, -0.628, -0.272, -0.545, 0.242, -0.556, -0.561, 0.448, 0.508, -0.355, -0.795, -0.569, 0.385, 0.262, 1.005, -0.211, 0.436, 0.485, 0.240, -0.750, 0.450, 0.456]}